Record 1
Entry from the Open Molecules 2025 dataset: a 2-piece molecular cluster, C9H23N2Si overall (ωB97M-V with the def2-TZVPD basis set).

Computed properties:
**Maximum force**: 4.6 eV/A
**Relative energy (zero: lowest compared OMol25 entry of this formula, charge and spin)**: 131.0 kcal/mol
**Charge**: +1
**M**: 187.38 g mol⁻¹
**HOMO (spin up / spin down)**: -10.67 / -8.25 eV

Last column: Mulliken charge in e.
Cartesian coordinates (Å):
C (-1.890, -2.011, -0.862)  -1.036
C (-1.093, -2.112, 0.248)  1.257
C (-0.789, -0.937, 1.133)  -0.636
C (-0.026, -3.303, 3.014)  -1.067
C (1.753, -3.584, 1.276)  -0.764
C (1.977, 3.644, -2.011)  -1.084
C (-0.009, 4.137, -3.265)  -0.915
C (-1.556, 3.552, 0.330)  -1.072
C (-0.669, -3.459, 0.537)  -1.061
N (0.307, -3.831, 1.620)  0.009
N (0.538, 3.531, -2.059)  0.260
Si (-0.213, 2.656, -0.798)  -0.157
H (-2.280, -2.881, -1.456)  0.269
H (-2.037, -1.034, -1.341)  0.361
H (0.351, -0.804, 1.374)  0.229
H (-1.230, -0.986, 2.222)  0.229
H (-1.160, -0.104, 0.528)  0.048
H (0.294, -4.003, 3.734)  0.379
H (0.460, -2.397, 3.160)  0.437
H (-1.051, -3.172, 3.057)  0.445
H (1.995, -4.434, 0.469)  0.320
H (1.768, -2.634, 0.909)  0.378
H (2.672, -3.659, 1.997)  0.321
H (2.415, 3.607, -3.000)  0.348
H (2.336, 4.568, -1.687)  0.381
H (2.300, 3.024, -1.241)  0.346
H (0.532, 5.109, -3.274)  0.318
H (0.307, 3.450, -4.056)  0.289
H (-1.033, 4.273, -3.255)  0.383
H (-1.065, 3.719, 1.301)  0.314
H (-1.678, 4.581, 0.003)  0.383
H (-2.461, 3.045, 0.218)  0.359
H (-0.901, -4.297, -0.017)  0.393
H (0.286, -4.885, 1.534)  0.430
H (0.849, 1.632, -0.344)  -0.094

=====

Record 2
Entry from the Open Molecules 2025 dataset: one molecule with the formula C22H22N2O3 (ωB97M-V with the def2-TZVPD basis set).

Computed properties:
**SMILES**: O=C(COc1ccccc1)c1cn(CC(=O)N2CCCC2)c2ccccc12
**Maximum force**: 0.8 eV/A
**Relative energy (zero: lowest compared OMol25 entry of this formula, charge and spin)**: 42.8 kcal/mol
**M**: 362.43 g mol⁻¹
**HOMO**: -8.28 eV

Last column: Mulliken charge in e.
Cartesian coordinates (Å):
O (-0.710, 2.486, -0.106)  -0.671
C (0.332, 1.899, 0.102)  0.604
C (1.671, 2.639, 0.122)  -0.908
O (1.532, 4.030, 0.009)  -0.428
C (0.923, 4.714, 1.020)  0.752
C (0.515, 4.162, 2.229)  -0.124
C (-0.065, 4.971, 3.193)  -0.751
C (-0.240, 6.324, 2.971)  -0.513
C (0.167, 6.874, 1.766)  -0.380
C (0.744, 6.079, 0.798)  -0.671
C (0.378, 0.467, 0.347)  0.523
C (-0.781, -0.270, 0.501)  -0.967
N (-0.504, -1.572, 0.715)  0.439
C (-1.464, -2.622, 0.908)  -1.030
C (-1.329, -3.751, -0.130)  0.683
O (-1.034, -4.880, 0.214)  -0.687
N (-1.551, -3.421, -1.409)  0.180
C (-2.018, -2.151, -1.935)  -0.205
C (-2.114, -2.381, -3.444)  -0.763
C (-2.376, -3.881, -3.554)  -0.611
C (-1.495, -4.442, -2.445)  -0.668
C (0.863, -1.734, 0.705)  -0.067
C (1.607, -2.894, 0.881)  -0.777
C (2.979, -2.782, 0.819)  -0.759
C (3.590, -1.550, 0.584)  -0.848
C (2.854, -0.398, 0.411)  -0.430
C (1.462, -0.471, 0.476)  1.072
H (2.234, 2.363, 1.024)  0.502
H (2.244, 2.337, -0.761)  0.513
H (0.626, 3.107, 2.430)  0.351
H (-0.382, 4.530, 4.127)  0.352
H (-0.694, 6.945, 3.729)  0.379
H (0.033, 7.930, 1.580)  0.366
H (1.066, 6.490, -0.146)  0.401
H (-1.788, 0.101, 0.483)  0.505
H (-1.319, -3.086, 1.890)  0.291
H (-2.469, -2.194, 0.863)  0.463
H (-1.329, -1.338, -1.697)  0.063
H (-3.003, -1.909, -1.516)  0.245
H (-2.896, -1.778, -3.900)  0.392
H (-1.164, -2.134, -3.919)  0.308
H (-2.118, -4.283, -4.531)  0.369
H (-3.425, -4.099, -3.350)  0.283
H (-1.840, -5.394, -2.038)  0.355
H (-0.460, -4.565, -2.782)  0.281
H (1.130, -3.846, 1.050)  0.447
H (3.592, -3.661, 0.951)  0.404
H (4.668, -1.500, 0.537)  0.397
H (3.359, 0.536, 0.225)  0.337

=====

Record 3
Entry from the Open Molecules 2025 dataset: C25H40AuGeN3O8Se as an isolated structure (ωB97M-V with the def2-TZVPD basis set).

Computed properties:
**Maximum force**: 0.2 eV/A
**Relative energy (zero: lowest compared OMol25 entry of this formula, charge and spin)**: 8.0 kcal/mol
**Multiplicity**: 4
**Charge**: +1
**M**: 859.15 g mol⁻¹
**HOMO (spin up / spin down)**: -11.31 / -11.31 eV

Last column: Löwdin spin population.
Cartesian coordinates (Å):
Au (0.757, -0.508, -1.424)  0.802
C (0.176, -4.087, -1.713)  0.000
C (1.607, -3.698, -2.026)  0.008
C (2.600, -4.694, -1.446)  0.028
C (1.842, -3.498, -3.510)  0.002
O (1.913, -2.394, -1.387)  0.168
Ge (2.206, -2.158, 0.400)  0.447
O (2.729, -0.446, 0.219)  0.198
C (4.102, -0.048, -0.119)  0.010
C (4.973, -0.361, 1.087)  0.014
C (4.579, -0.786, -1.359)  0.003
C (4.037, 1.448, -0.377)  0.006
O (0.478, -1.859, 0.749)  0.196
C (-0.143, -1.601, 2.044)  0.009
C (-1.635, -1.557, 1.756)  0.005
C (0.209, -2.755, 2.972)  0.016
C (0.351, -0.276, 2.598)  0.001
H (-0.051, -5.037, -2.199)  0.000
H (-0.522, -3.340, -2.090)  0.000
H (0.023, -4.207, -0.639)  0.000
H (2.469, -5.667, -1.917)  0.002
H (2.441, -4.832, -0.370)  0.017
H (3.626, -4.366, -1.618)  0.000
H (1.710, -4.452, -4.021)  0.000
H (2.855, -3.142, -3.695)  0.000
H (1.136, -2.792, -3.943)  -0.001
H (4.996, -1.438, 1.280)  0.010
H (4.599, 0.146, 1.977)  0.000
H (5.999, -0.038, 0.909)  0.001
H (4.659, -1.861, -1.179)  0.003
H (5.569, -0.425, -1.636)  0.000
H (3.905, -0.624, -2.201)  0.000
H (3.679, 1.976, 0.508)  0.000
H (3.384, 1.666, -1.224)  0.000
H (5.032, 1.822, -0.614)  0.001
H (-1.973, -2.501, 1.331)  0.000
H (-1.865, -0.752, 1.056)  0.000
H (-2.181, -1.370, 2.681)  0.001
H (-0.098, -3.707, 2.537)  0.000
H (-0.293, -2.638, 3.932)  0.001
H (1.286, -2.783, 3.166)  0.010
H (0.086, 0.544, 1.929)  0.000
H (1.434, -0.280, 2.737)  0.001
H (-0.118, -0.089, 3.564)  0.000
C (-3.234, 1.016, 4.257)  0.000
C (-3.521, 1.865, 3.049)  0.000
C (-4.129, 1.331, 1.917)  0.000
C (-4.423, 2.124, 0.817)  0.000
C (-4.085, 3.470, 0.826)  0.000
N (-4.351, 4.306, -0.298)  0.000
C (-4.225, 3.940, -1.616)  0.000
O (-4.892, 4.418, -2.502)  0.000
N (-3.262, 2.962, -1.903)  0.001
C (-2.030, 2.776, -1.289)  0.004
C (-1.364, 3.745, -0.546)  -0.003
C (-0.119, 3.452, -0.010)  0.007
C (0.457, 2.224, -0.248)  0.015
N (-0.193, 1.301, -0.969)  0.124
C (-1.409, 1.542, -1.456)  0.006
C (-3.481, 4.019, 1.951)  0.000
C (-3.210, 3.223, 3.051)  0.000
H (-3.563, -0.011, 4.107)  0.000
H (-3.746, 1.406, 5.137)  0.000
H (-2.166, 1.008, 4.488)  0.000
H (-4.406, 0.284, 1.903)  0.000
H (-4.921, 1.703, -0.047)  0.000
H (-5.031, 5.044, -0.183)  0.000
H (-3.347, 2.618, -2.850)  0.000
H (-1.806, 4.721, -0.409)  0.000
H (0.419, 4.189, 0.568)  0.001
H (1.434, 1.954, 0.123)  0.003
H (-1.888, 0.752, -2.013)  0.000
H (-3.230, 5.073, 1.958)  0.000
H (-2.754, 3.665, 3.929)  0.000
O (-0.713, -1.028, -2.937)  0.416
Se (-0.064, -0.091, -4.249)  -0.010
O (-0.955, 1.224, -4.422)  0.006
O (1.374, 0.267, -3.363)  0.439
O (0.264, -1.025, -5.493)  0.032